6
Properties=species:S:1:pos:R:3:forces:R:3 method="wB97M-V/def2-TZVPD" gap_ha="0.362 / 0.168" e_above_lowest_kcal_mol=120.2 charge=0
C -0.1595 0.2197 -0.1665 -1.485 0.262 0.601
C 0.4188 0.9370 -1.0085 1.691 0.816 -1.691
C -0.3703 3.0335 -3.1171 1.704 -0.324 1.873
O 0.3345 3.9517 -3.0865 -0.622 0.073 -0.643
Cl -1.7531 2.4321 -3.8173 -1.091 -0.001 -0.919
H -0.9405 0.1156 0.5335 -0.195 -0.825 0.779